[1]
Formula: C20H24N2O3S
Source: OMol25
Level of theory: wB97M-V/def2-TZVPD

Structure (XYZ):
```
50
Properties=species:S:1:pos:R:3:forces:R:3
C 5.193 2.889 2.844 -0.033 -0.119 0.193
C 4.093 1.851 2.786 0.259 0.276 0.002
O 3.787 1.188 3.754 -0.035 -0.138 0.231
N 3.494 1.681 1.569 0.078 -0.179 -0.067
C 2.578 0.673 1.264 -0.330 -0.378 -0.280
C 1.914 -0.191 2.121 -0.065 -0.071 0.178
C 1.042 -1.117 1.565 0.020 -0.001 -0.001
C 0.841 -1.164 0.200 -0.313 -0.437 -0.375
S -0.319 -2.343 -0.487 0.312 0.076 0.280
O -0.373 -2.151 -1.906 -0.108 0.313 0.108
O 0.018 -3.645 0.021 -0.078 0.192 0.217
N -1.783 -1.856 0.176 0.789 -0.475 -0.641
C -2.183 -2.493 1.412 0.129 -0.119 0.615
C -2.777 -1.492 -0.766 -0.440 0.468 -0.567
C -3.733 -2.412 -1.178 0.018 0.098 -0.003
C -4.706 -2.072 -2.105 0.001 0.002 0.103
C -5.714 -3.082 -2.563 0.062 -0.011 -0.063
C -4.701 -0.784 -2.624 0.065 -0.028 0.032
C -3.744 0.130 -2.226 -0.006 -0.040 -0.012
C -2.769 -0.202 -1.295 -0.102 -0.014 0.138
C -1.734 0.799 -0.884 -0.087 -0.019 -0.046
C 1.521 -0.318 -0.663 0.002 -0.020 0.015
C 2.390 0.600 -0.121 -0.027 0.039 0.300
C 3.274 1.605 -0.797 0.181 -0.124 0.020
C 3.714 2.503 0.374 0.002 0.609 -0.250
C 2.841 3.757 0.441 0.233 -0.140 -0.003
H 4.837 3.873 2.554 0.008 0.099 -0.086
H 5.558 2.930 3.867 -0.044 -0.020 -0.018
H 6.014 2.602 2.190 0.064 0.040 -0.083
H 2.082 -0.147 3.184 -0.017 -0.009 0.007
H 0.520 -1.817 2.196 -0.039 -0.077 0.191
H -1.588 -3.394 1.556 -0.171 0.007 0.159
H -3.239 -2.760 1.388 0.065 0.028 -0.070
H -2.017 -1.807 2.248 -0.081 -0.102 0.051
H -3.702 -3.416 -0.779 -0.007 -0.128 0.056
H -6.663 -2.604 -2.797 -0.084 -0.029 -0.013
H -5.879 -3.842 -1.802 -0.063 -0.070 0.019
H -5.356 -3.580 -3.464 -0.055 -0.082 -0.058
H -5.448 -0.498 -3.350 -0.095 0.033 -0.066
H -3.753 1.126 -2.644 0.000 0.109 -0.023
H -2.125 1.811 -0.970 0.017 0.062 -0.001
H -0.863 0.710 -1.533 0.115 0.073 -0.003
H -1.410 0.619 0.138 0.069 0.079 0.047
H 1.359 -0.410 -1.725 0.006 0.065 -0.163
H 2.753 2.172 -1.567 0.033 0.066 -0.015
H 4.125 1.102 -1.263 0.016 0.032 -0.024
H 4.767 2.781 0.296 -0.110 -0.068 0.011
H 3.051 4.340 1.333 0.004 0.069 0.075
H 3.019 4.382 -0.430 -0.020 0.087 -0.101
H 1.792 3.470 0.461 -0.137 -0.024 -0.011
```
Forces are in eV/Å.

Frontier orbital gap in eV: 9.10
E_LUMO in eV: 0.6
Highest occupied orbital energy in eV: -8.520
Energy above the lowest of the compared OMol25 structures with the same formula, charge and spin in kcal per mole: 36.94
2S+1: 1
Total charge: 0

[2]
Formula: C20H24N2O4
Source: OMol25
Level of theory: wB97M-V/def2-TZVPD

Structure (XYZ):
```
50
Properties=species:S:1:pos:R:3:forces:R:3
C 3.505 0.986 4.223 11.044 5.253 -3.984
C 3.900 1.049 2.704 7.330 9.609 7.435
H 5.020 0.964 2.563 -0.149 1.024 0.803
H 3.654 1.976 2.197 -0.327 0.928 0.467
O 3.472 0.115 2.130 -8.550 -15.762 -2.026
C 3.520 -0.094 0.879 -4.014 -7.740 1.255
O 3.927 0.755 0.318 5.993 10.791 -9.638
C 2.950 -1.324 0.162 0.101 -4.138 5.326
C 1.497 -1.437 0.585 -0.351 -1.857 -3.238
H 1.006 -2.466 0.425 1.065 1.008 -0.700
H 1.423 -1.467 1.600 -0.408 1.256 2.985
C 0.740 -0.446 -0.231 -4.985 0.856 9.620
N 0.707 -0.480 -1.499 2.194 -4.964 -12.671
C -0.084 -1.530 -2.312 3.406 7.225 4.147
C -1.401 -1.712 -2.241 -5.935 -2.497 2.846
N -2.486 -1.588 -1.322 4.347 4.089 -0.517
C -2.919 -0.243 -0.689 8.772 -5.140 -7.607
C -2.125 0.838 -1.019 1.776 0.447 -4.461
C -2.510 2.031 -0.629 1.118 0.536 4.720
C -3.469 1.944 0.491 5.915 10.140 -4.628
C -4.158 0.989 0.692 -7.530 -15.575 5.098
C -3.768 -0.444 0.150 -7.931 4.770 6.415
H -4.403 -1.289 0.247 -0.138 -0.555 0.544
C -5.299 0.796 1.804 3.888 11.374 -8.420
H -5.989 1.783 1.143 1.048 -2.851 2.612
H -5.042 1.238 2.649 1.294 1.963 3.919
H -5.893 0.109 1.929 -5.535 -7.888 0.407
H -3.729 2.909 0.796 -0.504 1.361 1.269
C -1.660 3.252 -0.669 -1.526 1.338 -7.921
H -1.421 3.758 0.189 0.449 0.928 2.144
H -2.327 3.987 -1.421 1.309 -1.057 2.362
H -0.801 3.228 -1.468 -1.034 -0.603 2.053
H -1.369 0.809 -1.888 -1.008 -0.467 1.694
H -3.296 -2.074 -1.451 -1.974 -2.154 -1.294
C -1.278 -2.763 -3.203 -4.002 -6.066 -7.215
O -1.964 -3.865 -3.817 3.894 6.881 4.673
C 0.117 -2.135 -3.600 -9.428 -0.061 7.492
O 0.937 -2.565 -4.176 10.028 -3.436 -7.885
C 2.159 -0.586 -2.020 0.626 2.795 5.953
C 3.178 -1.681 -1.274 -18.915 -2.869 3.405
H 3.955 -1.415 -1.441 17.128 4.938 -4.707
H 2.902 -2.775 -1.441 0.509 1.660 -0.025
H 2.251 -0.718 -2.996 -0.163 -0.210 -4.359
H 2.461 0.544 -1.659 0.275 -2.917 -1.270
H -0.328 -0.533 0.081 0.162 -0.359 0.256
H 0.774 0.585 0.092 1.296 0.757 0.447
H 3.332 -2.188 0.815 0.362 0.872 -0.866
H 3.720 0.206 4.783 2.155 -3.935 2.130
H 3.996 1.940 4.566 -0.780 -1.029 0.531
H 2.616 1.028 4.250 -12.296 1.328 0.426
```
Forces are in eV/Å.

Frontier orbital gap in eV: 8.65
E_LUMO in eV: 0.1
Highest occupied orbital energy in eV: -8.547
Energy above the lowest of the compared OMol25 structures with the same formula, charge and spin in kcal per mole: 520.29
2S+1: 1
Total charge: 0